{"formula": "C5H9NS", "method": "wB97M-V/def2-TZVPD", "smiles": "C1=NSCCCC1", "relative_energy_ev": 3.360, "fmax_ev_per_a": 6.13, "species": ["C", "C", "C", "C", "C", "H", "H", "H", "H", "H", "H", "H", "H", "H", "N", "S"], "xyz": [[-0.18852, -1.13861, 0.62333], [-1.27363, -0.23151, -0.15255], [-0.69479, 1.15632, -0.54531], [0.45245, 1.64190, 0.25063], [1.12761, -1.33362, -0.16700], [-0.55945, -2.23848, 0.47011], [0.08823, -0.86572, 1.77240], [-1.84067, -0.03457, 0.69397], [-1.85165, -0.80260, -0.89792], [-0.30369, 1.19460, -1.68075], [-1.48231, 2.02870, -0.49220], [0.02275, 2.53026, 1.02656], [0.61040, -1.25969, -1.13441], [1.72948, -2.11794, 0.02071], [1.76179, 1.48294, 0.45841], [2.40199, -0.01199, -0.24598]], "forces_ev_per_a": [[0.9, -1.8, 0.7], [2.6, -0.2, 1.1], [-0.3, 0.5, -3.5], [2.1, 3.5, 4.5], [-3.1, 4.9, -1.8], [0.1, 1.9, 1.2], [-1.4, -0.6, -2.7], [-2.1, 0.4, 1.1], [0.5, 0.5, 0.2], [-0.9, -0.4, 2.2], [1.3, -2.0, -0.1], [1.5, -2.0, -2.1], [1.2, -1.1, -0.5], [1.3, -3.1, 0.6], [-4.1, -1.6, -1.4], [0.1, 1.0, 0.4]]}